1.
{
  "formula": "C21H34CoO11",
  "method": "ωB97M-V with the def2-TZVPD basis set",
  "species": ["Co", "O", "C", "O", "C", "C", "C", "H", "H", "H", "H", "H", "H", "O", "C", "O", "C", "C", "C", "H", "H", "H", "H", "H", "H", "O", "C", "O", "C", "C", "C", "H", "H", "H", "H", "H", "H", "O", "C", "O", "C", "C", "C", "H", "H", "H", "H", "H", "H", "O", "C", "O", "C", "C", "C", "H", "H", "H", "H", "H", "H", "C", "O", "H", "H", "H", "H"],
  "positions_angstrom": [[-0.3130, -0.1265, -0.7021], [0.0302, 1.9726, -0.2267], [-0.0999, 3.0777, 0.2466], [0.4700, 3.3967, 1.4110], [0.1517, 4.7685, 1.7783], [-0.2837, 5.4287, 0.4668], [-0.8624, 4.2575, -0.3036], [1.0605, 5.2078, 2.1770], [-0.6393, 4.7468, 2.5253], [0.5982, 5.8156, -0.0431], [-0.9740, 6.2483, 0.6464], [-0.7256, 4.2760, -1.3849], [-1.9320, 4.1103, -0.1346], [0.7630, -0.5392, 1.0245], [1.5606, -0.1996, 1.8757], [2.3997, 0.8018, 1.6794], [3.1824, 1.0762, 2.8656], [3.0008, -0.1414, 3.7807], [1.7154, -0.7803, 3.2606], [2.7849, 1.9998, 3.2868], [4.2172, 1.2477, 2.5802], [2.9930, 0.2211, 4.8051], [3.8452, -0.8161, 3.6493], [0.8588, -0.5085, 3.8795], [1.7564, -1.8664, 3.2189], [-2.0558, 0.2432, 0.3381], [-2.8987, -0.2737, 1.0471], [-2.8256, -1.5454, 1.4042], [-3.9551, -1.9235, 2.2317], [-5.0098, -0.8325, 2.0037], [-4.1277, 0.3738, 1.6403], [-3.6653, -1.9335, 3.2803], [-4.2594, -2.9058, 1.8836], [-5.5414, -0.6434, 2.9330], [-5.7128, -1.0742, 1.2127], [-3.8854, 1.0270, 2.4756], [-4.5970, 0.9849, 0.8675], [-0.7056, -2.1280, -0.9393], [-1.2361, -3.2106, -1.0909], [-1.7687, -3.5177, -2.2641], [-2.2812, -4.8584, -2.2415], [-1.5468, -5.5417, -1.0896], [-1.3417, -4.3625, -0.1243], [-2.1781, -5.3746, -3.1925], [-3.3583, -4.8445, -2.0497], [-0.5622, -5.8970, -1.3880], [-2.1583, -6.3375, -0.6744], [-0.4146, -4.4001, 0.4432], [-2.1854, -4.2281, 0.5518], [1.4879, -0.2989, -1.7286], [2.6006, -0.0262, -2.1388], [2.9022, -0.1953, -3.4112], [4.3125, 0.0139, -3.6655], [4.9124, 0.5949, -2.3771], [3.7762, 0.4883, -1.3407], [4.4278, 0.6891, -4.5064], [4.7338, -0.9635, -3.8857], [5.2381, 1.6269, -2.4798], [5.7720, 0.0263, -2.0313], [3.4818, 1.4390, -0.9025], [3.9755, -0.2575, -0.5733], [-0.5411, 1.0517, -3.6812], [-1.2352, 0.7012, -2.4580], [0.4230, 0.5599, -3.6901], [-1.1203, 0.7438, -4.5489], [-0.3802, 2.1311, -3.7083], [-2.0541, 1.2042, -2.4942]],
  "forces_ev_per_angstrom": [[0.24, 0.36, 0.09], [0.03, -0.07, -0.17], [-0.01, 0.12, 0.58], [-0.13, -0.11, -0.16], [0.10, 0.12, -0.37], [0.17, 0.06, 0.26], [0.01, -0.27, -0.48], [-0.07, -0.04, 0.19], [0.04, -0.03, 0.06], [-0.06, 0.07, -0.04], [-0.03, -0.01, -0.10], [0.02, 0.19, 0.04], [0.03, -0.08, 0.17], [-0.08, -0.33, 0.24], [-0.12, 0.33, 0.19], [0.09, -0.17, -0.32], [-0.03, 0.10, 0.22], [0.40, 0.42, -0.35], [0.17, 0.01, 0.30], [-0.03, -0.06, 0.05], [-0.07, -0.04, -0.19], [-0.20, -0.39, 0.12], [-0.02, -0.03, 0.11], [-0.16, 0.03, -0.21], [-0.07, 0.00, -0.06], [-0.30, 0.23, -0.05], [-0.05, -0.17, 0.54], [0.28, 0.09, -0.13], [-0.66, 0.18, -0.21], [0.59, 0.26, 0.61], [-0.53, -0.18, -0.96], [0.32, -0.21, -0.09], [-0.01, -0.06, 0.22], [-0.25, -0.10, -0.13], [0.02, -0.04, -0.05], [0.20, -0.10, 0.10], [0.12, 0.14, 0.12], [-0.02, 0.07, 0.32], [-0.17, 0.15, -0.48], [0.05, 0.12, -0.16], [-0.54, -1.06, 0.34], [-0.12, 0.48, 0.22], [0.36, -0.10, -0.35], [0.46, 0.45, -0.17], [0.07, 0.34, 0.10], [-0.14, -0.27, -0.16], [0.24, -0.15, 0.04], [-0.13, -0.09, 0.20], [0.00, 0.19, 0.01], [-0.04, 0.10, -0.22], [0.13, -0.02, 0.07], [-0.14, 0.07, 0.04], [0.49, 0.04, 0.32], [-0.16, 0.06, 0.65], [-0.14, -0.28, -0.71], [-0.19, -0.13, -0.14], [-0.03, 0.04, -0.22], [-0.07, 0.00, -0.20], [0.05, -0.03, -0.20], [0.07, -0.08, 0.26], [-0.01, 0.21, 0.23], [0.14, 0.17, -0.01], [0.19, -0.09, -0.52], [-0.07, -0.16, 0.05], [-0.04, -0.06, 0.04], [-0.03, -0.03, -0.02], [-0.14, -0.17, 0.50]],
  "mulliken_spin": [2.789, 0.027, 0.007, 0.001, 0.000, 0.000, 0.001, 0.000, 0.000, 0.000, 0.000, 0.000, 0.000, 0.030, -0.004, -0.001, 0.000, 0.000, 0.002, 0.000, 0.000, 0.000, 0.000, 0.000, 0.000, 0.033, 0.004, 0.000, 0.000, 0.000, 0.002, 0.000, 0.000, 0.000, 0.000, 0.000, 0.000, 0.048, 0.004, 0.000, 0.000, 0.000, 0.001, 0.000, 0.000, 0.000, 0.000, 0.000, 0.000, 0.018, 0.005, 0.001, 0.000, 0.000, -0.001, 0.000, 0.000, 0.000, 0.000, 0.000, 0.000, 0.003, 0.028, 0.000, 0.001, 0.001, 0.000],
  "energy_ev": -82467.898,
  "spin_multiplicity": 4,
  "s_squared": 3.7547,
  "total_charge": 2
}

2.
{
  "formula": "C8H11NO2S",
  "method": "ωB97M-V with the def2-TZVPD basis set",
  "species": ["C", "C", "C", "C", "C", "C", "C", "C", "N", "O", "O", "S", "H", "H", "H", "H", "H", "H", "H", "H", "H", "H", "H"],
  "positions_angstrom": [[1.1329, -0.2176, 1.5480], [0.7232, 0.9234, 0.9976], [-1.9477, 0.9664, 0.1295], [-2.6110, 2.0648, 0.1234], [1.2277, -1.5233, 0.8355], [1.2884, -1.1493, -0.6736], [-0.0352, 0.9653, -0.2500], [0.1209, -0.2962, -1.0484], [-1.0726, -1.2042, -1.0139], [-3.5818, -0.9476, -0.3450], [-1.9869, -1.1618, 1.5333], [-2.3049, -0.7149, 0.2282], [1.6875, -0.2785, 2.4969], [0.9111, 1.8390, 1.3664], [-3.7070, 2.2538, 0.2075], [-2.1781, 3.0748, -0.0802], [2.0455, -1.9422, 1.2768], [0.3003, -2.1001, 1.1048], [2.1647, -0.6260, -0.6936], [1.4236, -2.0342, -1.4032], [0.0539, 1.9803, -0.8552], [0.1568, -0.0674, -2.0522], [-1.7569, -1.2571, -1.7375]],
  "forces_ev_per_angstrom": [[2.92, -6.58, 4.35], [-4.04, 4.03, -6.48], [2.44, -0.75, -0.38], [-1.93, 3.00, -0.39], [-3.49, 1.93, -1.34], [-0.48, -3.38, 0.35], [0.49, 1.86, 1.56], [-1.88, -1.66, 0.19], [-2.19, 0.23, 3.67], [-0.92, -0.83, -0.54], [0.48, -0.72, 0.74], [1.99, 1.05, -1.74], [-0.70, 0.66, -0.22], [0.91, 2.93, 1.59], [0.65, -1.00, 0.20], [0.40, -1.00, 0.22], [2.29, -1.90, 0.43], [0.66, 0.08, -0.36], [2.45, 1.76, -0.75], [-0.50, 1.27, 1.27], [-0.39, -2.14, 1.42], [0.53, 0.84, -2.31], [0.32, 0.33, -1.48]],
  "mulliken_spin": [0.730, 0.607, 0.387, -0.011, -0.020, 0.070, 0.006, 0.008, 0.002, 0.018, 0.020, 0.011, -0.004, 0.033, 0.024, 0.007, 0.030, 0.059, -0.013, 0.002, 0.033, -0.003, 0.002],
  "energy_ev": -24886.451,
  "spin_multiplicity": 3,
  "s_squared": 2.0158
}

3.
{
  "formula": "C4H11N2O",
  "method": "ωB97M-V with the def2-TZVPD basis set",
  "species": ["C", "C", "C", "C", "N", "N", "O", "H", "H", "H", "H", "H", "H", "H", "H", "H", "H", "H"],
  "positions_angstrom": [[2.9508, -0.1633, 0.2838], [-1.5993, 1.9138, 0.2366], [-0.8147, -2.1489, 0.1718], [-0.1246, 0.0837, -0.1919], [-0.3438, 1.3500, -0.2179], [-1.0220, -0.8044, 0.0829], [4.1642, 0.2514, 0.1904], [2.9034, -0.6047, 1.2669], [-1.9369, 1.4433, 1.2013], [-1.5060, 3.0108, 0.6260], [-2.4352, 1.9261, -0.5201], [-0.6026, -2.4060, 1.1968], [-1.6748, -2.7036, -0.1778], [0.0477, -2.4901, -0.4486], [0.8051, -0.3862, -0.6236], [0.5405, 1.8814, -0.1818], [4.4693, 0.6021, -0.5966], [-1.8878, -0.6074, 0.6600]],
  "forces_ev_per_angstrom": [[0.01, 0.59, -1.44], [-1.32, 2.39, 1.86], [1.95, -3.98, -0.78], [0.72, -2.55, -1.95], [1.05, 1.99, 0.66], [-3.30, 2.60, 1.88], [-0.16, -1.61, 3.61], [0.06, -0.27, 0.95], [0.17, -0.03, -1.05], [0.33, -1.88, -1.21], [1.14, -0.36, 0.62], [0.02, -0.49, 0.40], [-0.23, -0.11, 0.00], [-0.56, 0.33, 0.43], [-0.51, 1.23, 0.84], [-0.99, 0.07, -0.42], [0.30, 1.32, -3.06], [1.30, 0.77, -1.35]],
  "nbo_charge": [0.053, -0.474, -0.420, 0.368, -0.522, -0.515, -0.595, 0.088, 0.210, 0.262, 0.249, 0.215, 0.233, 0.225, 0.263, 0.438, 0.501, 0.422],
  "energy_ev": -9344.061,
  "total_charge": 1
}